--- A ---
# C25H29N3O3S

The molecule C25H29N3O3S (wB97M-V/def2-TZVPD, the Open Molecules 2025 dataset).

Geometry (Å):
C -5.008 -0.608 0.548
C -4.986 0.562 1.527
O -4.406 1.745 1.021
C -5.109 2.399 -0.022
C -4.474 2.197 -1.404
C -3.099 2.859 -1.499
N -2.166 2.224 -0.600
C -0.956 1.782 -0.977
O -0.489 1.948 -2.087
C -0.250 1.026 0.158
C -0.901 -0.318 0.384
C -1.424 -1.055 -0.671
C -1.942 -2.319 -0.453
C -1.957 -2.874 0.820
C -2.473 -4.262 1.041
C -1.459 -2.121 1.875
C -0.939 -0.859 1.662
N 1.183 0.888 -0.080
C 1.596 0.023 -1.162
C 1.630 -1.417 -0.754
C 1.893 -1.951 0.466
C 1.824 -3.363 0.481
C 1.514 -3.883 -0.731
S 1.298 -2.655 -1.918
C 2.011 1.570 0.739
O 1.592 2.290 1.637
C 3.492 1.466 0.536
C 4.255 2.605 0.795
C 5.631 2.522 0.682
C 6.200 1.307 0.334
C 5.355 0.230 0.110
N 4.041 0.304 0.203
H -5.686 -0.414 -0.281
H -4.010 -0.793 0.160
H -5.348 -1.501 1.067
H -6.008 0.772 1.878
H -4.366 0.307 2.390
H -5.094 3.468 0.222
H -6.154 2.068 -0.038
H -4.373 1.131 -1.614
H -5.134 2.637 -2.153
H -2.690 2.770 -2.509
H -3.186 3.924 -1.251
H -2.530 2.020 0.321
H -0.328 1.631 1.070
H -1.418 -0.647 -1.671
H -2.332 -2.885 -1.287
H -3.270 -4.498 0.338
H -2.846 -4.383 2.055
H -1.667 -4.981 0.889
H -1.472 -2.532 2.875
H -0.542 -0.290 2.491
H 0.902 0.165 -1.994
H 2.590 0.328 -1.502
H 2.130 -1.356 1.329
H 1.998 -3.959 1.359
H 1.403 -4.911 -1.014
H 3.758 3.518 1.081
H 6.250 3.388 0.869
H 7.269 1.195 0.242
H 5.743 -0.744 -0.158

Values from the calculation:
- LUMO: 0.69 eV
- SMILES string: CCOCCCNC(=O)[C@@H](c1ccc(C)cc1)N(Cc1cccs1)C(=O)c1ccccn1



--- B ---
# C25H29N3O3S

The molecule C25H29N3O3S (wB97M-V/def2-TZVPD, the Open Molecules 2025 dataset).

Geometry (Å):
C -6.300 -1.192 2.146
C -5.334 -0.348 1.143
O -4.846 -1.058 0.071
C -4.100 -0.490 -0.814
C -3.524 -1.629 -1.929
C -2.854 -2.671 -1.015
N -1.805 -2.219 -0.080
C -0.478 -1.962 -0.827
O -0.138 -2.393 -1.872
C 0.469 -1.214 0.242
C 1.855 -1.600 0.374
C 2.612 -2.103 -0.520
C 3.953 -2.532 -0.579
C 4.633 -1.983 0.924
C 6.007 -2.282 0.844
C 3.923 -1.203 1.614
C 2.472 -0.893 1.555
N 0.232 0.420 -0.193
C 1.077 0.676 -1.140
C 2.477 1.272 -1.097
C 3.792 0.791 -1.341
C 4.773 1.238 -0.655
C 4.356 2.407 0.295
S 2.522 2.215 0.551
C -0.764 1.073 0.260
O -1.406 0.339 1.093
C -0.730 2.518 0.046
C -0.818 3.441 0.990
C -1.087 4.625 0.834
C -0.989 4.907 -0.524
C -0.945 4.057 -1.419
N -0.747 2.789 -1.393
H -5.733 -1.910 2.494
H -6.595 -0.599 3.167
H -7.116 -1.686 1.412
H -6.100 0.435 0.664
H -4.721 0.097 1.758
H -3.248 -0.010 -0.105
H -4.681 0.409 -1.125
H -4.160 -1.830 -2.473
H -2.801 -0.999 -2.339
H -3.470 -3.082 -0.477
H -2.341 -3.215 -1.859
H -2.110 -1.494 0.622
H 0.011 -1.106 1.149
H 2.174 -2.869 -1.362
H 4.526 -3.249 -1.099
H 6.485 -2.788 -0.070
H 6.184 -2.883 1.553
H 6.773 -1.374 1.048
H 4.333 -0.755 2.679
H 2.146 -0.502 2.355
H 1.300 -0.197 -1.954
H 0.601 1.289 -1.889
H 3.826 0.044 -2.259
H 5.813 1.388 -0.937
H 4.922 2.818 1.070
H -0.981 3.020 2.187
H -1.218 5.403 1.450
H -1.242 6.202 -0.701
H -0.865 4.450 -2.542

Values from the calculation:
- LUMO: -0.44 eV
- SMILES string: CCOCCCNC(=O)[C@@H](c1ccc(C)cc1)N(Cc1cccs1)C(=O)c1ccccn1



The calculated energies rank the structures as follows, beginning with the most stable: A, B.



--- A ---
# C18H41N6OP2Y

A structure of composition C18H41N6OP2Y (wB97M-V/def2-TZVPD, the Open Molecules 2025 dataset).

Geometry (Å):
Y 0.690 -0.998 0.527
P -0.229 -2.123 -1.960
P -0.504 2.752 0.716
N 1.666 -0.093 -1.152
C 1.274 -1.787 -2.988
H 1.911 -2.685 -3.011
H 0.933 -1.589 -4.015
C 2.095 -0.581 -2.472
H 3.156 -0.883 -2.417
H 2.041 0.237 -3.216
C 1.277 1.320 -1.160
H 0.352 1.477 -1.763
H 2.069 1.885 -1.697
C 1.121 2.016 0.235
H 1.837 2.857 0.238
H 1.486 1.337 1.047
C -0.212 3.522 2.352
C 0.371 2.503 3.346
H 1.392 2.197 3.085
H -0.250 1.599 3.426
H 0.419 2.961 4.343
C -0.960 4.023 -0.500
C -2.450 4.400 -0.481
H -2.646 5.098 -1.307
H -2.740 4.907 0.449
H -3.097 3.527 -0.630
C -1.584 -2.714 -3.054
C -2.764 -3.289 -2.255
H -3.621 -3.415 -2.931
H -3.078 -2.611 -1.453
H -2.539 -4.273 -1.820
C 0.374 -3.557 -0.884
C -0.521 -3.777 0.356
H 0.037 -4.379 1.090
H -1.429 -4.334 0.084
H -0.868 -2.856 0.881
C -1.855 1.531 1.019
C -0.069 5.271 -0.410
H 0.999 5.029 -0.479
H -0.313 5.932 -1.252
H -0.245 5.832 0.519
C -1.154 -3.636 -4.197
H -2.019 -3.802 -4.854
H -0.360 -3.193 -4.807
H -0.821 -4.617 -3.841
C 0.584 -4.854 -1.673
H 1.170 -5.552 -1.055
H -0.367 -5.353 -1.902
H 1.147 -4.703 -2.603
C -1.458 4.207 2.925
H -2.303 3.513 3.026
H -1.215 4.572 3.931
H -1.781 5.076 2.337
H 0.550 4.295 2.151
H 1.380 -3.225 -0.538
H -0.756 3.525 -1.464
H -1.929 -1.765 -3.507
O -1.241 0.274 1.045
H -2.766 1.646 0.394
H -2.636 1.939 1.758
N 2.059 -3.069 4.435
N 2.150 -1.808 3.859
N 3.330 -1.114 4.018
C 3.331 -0.343 2.935
N 2.315 -0.602 2.081
N 1.626 -1.642 2.637
H 1.096 -3.381 4.397
H 2.442 -3.048 5.371
H 4.101 0.388 2.736

Values from the calculation:
- Charge: +2
- LUMO: -6.88 eV



--- B ---
# C18H41N6OP2Y

A structure of composition C18H41N6OP2Y (wB97M-V/def2-TZVPD, the Open Molecules 2025 dataset).

Geometry (Å):
Y 0.590 0.032 0.568
P 0.931 0.876 -2.141
P -1.740 -1.236 1.601
N -1.273 1.260 -0.167
C 0.050 2.487 -1.954
H 0.765 3.314 -1.815
H -0.432 2.661 -2.926
C -1.041 2.559 -0.876
H -0.813 3.291 -0.085
H -1.984 2.898 -1.342
C -2.444 1.412 0.783
H -3.380 1.251 0.221
H -2.424 2.460 1.108
C -2.360 0.475 1.980
H -3.365 0.329 2.393
H -1.755 0.944 2.776
C -1.472 -1.821 3.342
C -0.072 -1.389 3.813
H 0.073 -0.298 3.815
H 0.735 -1.858 3.223
H 0.069 -1.721 4.850
C -3.298 -2.035 1.032
C -3.047 -3.431 0.445
H -3.943 -3.732 -0.118
H -2.870 -4.188 1.222
H -2.200 -3.446 -0.247
C 0.594 0.352 -3.891
C 1.515 -0.802 -4.309
H 1.217 -1.140 -5.313
H 1.446 -1.657 -3.623
H 2.572 -0.496 -4.365
C 2.710 1.384 -1.950
C 3.592 0.172 -1.606
H 4.573 0.549 -1.277
H 3.738 -0.478 -2.482
H 3.200 -0.451 -0.780
C -0.501 -1.707 -0.940
C -4.457 -2.046 2.054
H -4.249 -1.501 2.983
H -5.342 -1.579 1.596
H -4.748 -3.074 2.316
C 0.551 1.462 -4.960
H 0.743 1.015 -5.947
H -0.437 1.940 -5.003
H 1.299 2.255 -4.812
C 3.318 2.216 -3.083
H 4.349 2.492 -2.802
H 3.374 1.660 -4.028
H 2.773 3.155 -3.239
C -1.686 -3.323 3.557
H -1.124 -3.931 2.834
H -1.320 -3.584 4.560
H -2.745 -3.605 3.516
H -2.230 -1.259 3.917
H 2.678 2.052 -1.068
H -3.602 -1.375 0.200
H -0.438 -0.034 -3.797
O 0.257 -2.675 -0.910
H -1.556 0.537 -0.874
H -1.332 -1.725 -1.743
N 4.688 0.889 2.429
N 3.347 1.175 2.690
N 3.085 2.415 3.220
C 1.824 2.601 2.856
N 1.368 1.661 1.985
N 2.421 0.796 1.804
H 4.772 -0.120 2.354
H 5.237 1.266 3.196
H 1.230 3.423 3.234

Values from the calculation:
- Charge: +2
- LUMO: -7.41 eV



The calculated energies rank the structures as follows, beginning with the most stable: A, B.



--- A ---
# C3H3F3

The molecule C3H3F3 (wB97M-V/def2-TZVPD, the Open Molecules 2025 dataset).

Geometry (Å):
F 1.241 -1.551 -0.269
C 0.367 -1.164 0.619
C -0.248 0.013 0.598
C -0.161 0.872 -0.651
F -0.273 2.204 -0.411
F -1.183 0.476 -1.477
H 0.381 -1.874 1.466
H -0.960 0.270 1.334
H 0.834 0.754 -1.209

Values from the calculation:
- LUMO: 1.02 eV
- SMILES string: F/C=C\C(F)F



--- B ---
# C3H3F3

The molecule C3H3F3 (wB97M-V/def2-TZVPD, the Open Molecules 2025 dataset).

Geometry (Å):
C -1.171 -0.022 0.029
C 0.274 0.464 -0.012
F 0.421 1.765 0.075
C 1.373 -0.320 -0.048
F 2.586 0.069 -0.013
F 1.215 -1.597 0.069
H -1.867 0.540 0.731
H -1.379 -1.147 0.162
H -1.451 0.247 -0.992

Values from the calculation:
- LUMO: 0.94 eV
- SMILES string: CC(F)=C(F)F



The calculated energies rank the structures as follows, beginning with the most stable: A, B.